# 1
Below is a 17-piece molecular cluster, C18H54BrN2O17PS3 overall, with properties calculated with wB97M-V/def2-TZVPD.

Summary:
HOMO-LUMO gap = 7.521 eV
LUMO level = -0.5869 eV
max |F| = 0.0791 hartree/bohr

```
96
Properties=species:S:1:pos:R:3:forces:R:3:mulliken_charge:R:1
N 4.99279 -3.48082 -0.16566 -0.569 0.314 0.778 -0.54
C 4.80220 -2.00797 -0.02171 0.242 0.895 0.549 0.11
C 4.23782 -1.28761 -1.31482 1.783 -0.925 -0.563 -1.17
N 2.99956 -0.52245 -1.13167 -0.643 0.008 1.326 0.28
C 3.13974 0.65354 -0.31338 1.100 3.412 1.921 0.40
C 4.45758 1.18838 0.09920 -1.106 0.635 0.250 -0.75
C 4.61149 2.40400 0.90778 -1.813 -0.364 -0.356 -0.90
C 3.47404 3.18302 1.37362 -0.401 -2.296 -1.729 -0.72
C 2.14864 2.68973 0.95490 1.999 -0.508 0.004 -0.25
Br 0.55847 3.69820 1.52426 1.573 -0.872 -0.139 -0.16
C 2.00112 1.48570 0.16423 0.919 -0.655 -0.124 1.25
S 0.32211 0.97030 -0.26447 0.698 -0.379 -0.278 -0.34
C 0.52688 -0.81711 -0.43668 1.141 -0.826 -0.048 0.77
C 1.86242 -1.32926 -0.85279 -2.672 -2.451 0.349 0.54
C 1.90470 -2.79493 -1.01368 -0.945 0.269 0.449 0.20
C 0.75032 -3.66105 -0.77829 -0.978 1.870 -0.088 0.14
S 0.99539 -5.45260 -1.04935 0.190 0.299 -0.123 -0.31
C -0.55602 -3.12416 -0.33964 3.001 0.806 -1.248 -0.41
P -1.96679 -4.29181 -0.07867 -0.807 0.703 0.635 0.20
S -2.58362 -4.40926 1.77100 0.277 0.050 0.182 -0.42
C -0.62843 -1.65825 -0.16992 0.187 -1.422 0.005 -0.15
C -1.99431 -1.05036 0.30704 0.649 0.405 0.076 -1.10
C -1.90188 -0.31704 1.71430 0.467 1.366 -0.304 -0.23
C -2.67401 1.07240 1.57571 -0.257 -1.114 -0.969 -0.08
C -4.18260 0.75532 1.30239 -0.361 -0.442 0.216 -0.37
O -4.98417 1.95279 1.34812 -0.240 -0.550 0.306 -0.46
H 4.17500 -3.89961 0.30179 0.473 -0.045 -0.438 0.20
H 5.76786 -3.73197 0.45812 -0.248 -0.008 -0.490 0.31
H 4.12665 -1.75512 0.83739 0.591 -0.197 -0.694 -0.04
H 5.81109 -1.56978 0.23768 -1.083 -0.374 -0.361 0.40
H 5.07373 -0.63675 -1.70416 -1.278 -0.334 0.264 0.68
H 4.13542 -2.09194 -2.10053 -0.274 1.022 0.768 -0.17
H 5.41569 0.69014 -0.20124 -1.202 0.414 0.379 0.50
H 5.64266 2.74694 1.18385 -1.150 -0.484 -0.320 0.45
H 3.62305 4.08991 1.99520 -0.344 -0.817 -0.638 0.39
H 2.82690 -3.32955 -1.35796 -1.082 0.781 0.404 -0.93
H 0.27098 -5.79694 -2.17518 0.313 0.879 0.641 0.25
H -3.05604 -3.79681 -0.87619 0.863 -0.262 -0.087 0.11
H -1.71360 -5.60254 -0.57438 0.247 0.880 -0.295 0.10
H -2.31314 -0.30204 -0.47580 0.322 -0.672 0.776 0.40
H -2.81435 -1.80657 0.38141 0.914 0.412 -0.258 0.32
H -0.83508 -0.02851 1.94520 -1.019 -0.542 -0.284 -0.04
H -2.25755 -0.93468 2.57639 0.060 0.343 -0.921 0.49
H -2.26753 1.54600 0.63414 -0.301 -0.164 1.238 -0.07
H -2.49441 1.74567 2.45160 -0.420 -0.624 -0.673 0.40
H -4.37309 0.28566 0.29094 0.645 0.378 0.923 0.25
H -4.54639 -0.01218 2.05434 0.320 0.888 -0.530 0.30
H -5.92647 1.67930 1.32733 0.805 0.282 -0.145 0.22
O 3.98780 -4.94955 -3.12060 -0.140 0.240 0.077 -0.72
H 3.14280 -5.17562 -2.70647 0.056 -0.103 0.001 0.31
H 4.55250 -4.69013 -2.37787 0.054 -0.002 0.036 0.33
O -8.09853 2.45916 1.18886 0.394 -0.170 -0.549 -0.69
H -7.74061 3.28607 1.53487 -0.100 -0.038 0.018 0.34
H -8.83621 2.73972 0.63479 -0.134 -0.016 0.307 0.27
O -7.29575 0.48042 -0.88541 -0.369 0.045 -0.084 -0.70
H -7.70412 0.59875 -1.75215 0.188 -0.007 -0.020 0.34
H -7.73784 1.13520 -0.32377 0.321 0.042 0.181 0.39
O 0.97232 -3.79391 2.96123 0.073 0.136 -0.101 -0.64
H 1.34816 -3.99641 2.09668 -0.074 0.035 0.051 0.31
H 0.01772 -3.78192 2.80185 -0.048 -0.078 0.020 0.28
O 6.39651 2.75308 -2.75802 -0.186 0.009 0.244 -0.65
H 6.08141 2.61007 -1.85557 -0.028 -0.051 -0.073 0.32
H 5.89877 2.11415 -3.28211 0.042 0.105 -0.039 0.32
O -2.17911 3.85076 -0.25747 -0.142 0.177 0.198 -0.60
H -3.03434 3.71367 0.17063 -0.004 -0.030 -0.102 0.30
H -1.58724 4.09712 0.46752 -0.164 -0.125 -0.350 0.22
O 2.94441 -1.07900 2.64808 -0.153 0.030 0.278 -0.60
H 2.15948 -0.55705 2.43442 0.065 -0.008 -0.047 0.20
H 2.65008 -1.66116 3.36306 -0.279 -0.240 -0.313 0.35
O -8.91551 -1.84594 -1.27294 0.044 -0.046 0.030 -0.65
H -8.26057 -2.53529 -1.42655 -0.106 0.034 0.017 0.31
H -8.40754 -1.12273 -0.87230 0.069 -0.076 -0.028 0.39
O 4.27516 5.29058 -2.43062 -0.268 -0.052 -0.273 -0.58
H 4.94352 4.60671 -2.54529 0.066 -0.035 -0.104 0.32
H 4.75979 6.02877 -2.04423 -0.020 -0.178 0.155 0.29
O 0.34749 -3.03739 -3.76601 0.113 -0.153 0.061 -0.66
H 0.83148 -2.66969 -3.01253 -0.137 -0.010 -0.236 0.35
H 1.03911 -3.39139 -4.33824 -0.045 0.184 -0.066 0.30
O 4.45033 -0.37047 5.01574 -0.085 -0.197 0.010 -0.65
H 3.88291 -0.47406 4.23583 0.275 0.236 -0.029 0.42
H 4.71349 -1.27032 5.23801 0.035 0.125 0.054 0.30
O 1.36818 4.18630 -1.63719 -0.037 0.108 -0.258 -0.44
H 0.61665 4.69873 -1.95693 -0.022 -0.135 0.087 0.26
H 2.10369 4.47176 -2.19649 0.181 0.058 0.197 0.24
O 3.82617 -2.43151 -4.88887 -0.111 -0.025 0.224 -0.65
H 4.06438 -1.82299 -4.17930 -0.063 -0.047 -0.203 0.36
H 3.78214 -3.29674 -4.45335 0.191 -0.054 0.021 0.35
O -9.39405 3.81576 3.19343 -0.032 0.076 0.252 -0.66
H -9.84888 3.01052 2.90327 0.085 0.026 -0.010 0.38
H -8.69880 3.49418 3.77801 -0.112 0.065 0.016 0.32
O 6.23573 5.92481 -0.52384 0.332 0.108 0.193 -0.59
H 6.90621 5.24136 -0.64123 -0.074 0.045 -0.070 0.31
H 6.72029 6.66471 -0.13878 -0.080 -0.034 -0.023 0.29
O -10.93562 1.86041 1.71338 -0.322 0.067 -0.275 -0.64
H -11.57317 2.48352 1.34306 0.013 -0.023 0.102 0.31
H -11.35564 0.99956 1.59970 0.153 -0.001 0.093 0.30
```
Positions in Å, forces in eV/Å.

***

# 2
Below is a 10-piece molecular cluster, C18H54ClN4O13 overall, with properties calculated with wB97M-V/def2-TZVPD.

Summary:
HOMO-LUMO gap = 8.416 eV
total charge = -1
LUMO level = 2.0542 eV
max |F| = 0.1085 hartree/bohr
energy relative to the best compared isomer or geometry (same formula, charge and spin) = 373.35 kJ/mol

```
90
Properties=species:S:1:pos:R:3:forces:R:3:mulliken_charge:R:1
Cl 4.53858 -1.88556 8.01912 -0.041 -1.185 2.166 1.59
O 3.70635 -2.57016 8.97099 -0.239 -0.645 0.900 -0.70
O 3.76416 -1.82514 6.82971 0.410 -0.117 -2.214 -0.59
O 4.75804 -0.55989 8.49424 0.727 1.325 0.090 -0.64
O 5.81455 -2.60517 7.94600 -0.939 0.660 -0.959 -0.66
C 0.83041 -5.42484 2.77646 0.087 -0.063 0.710 -0.97
C 1.65807 -4.13258 2.59614 -0.959 -0.582 0.409 -0.16
O 3.00380 -4.38600 2.87074 0.918 -0.153 -0.224 -0.51
H 1.16153 -5.94322 3.67631 0.270 0.148 0.189 0.27
H 0.96588 -6.17188 1.99435 -0.012 0.336 -0.332 0.27
H -0.23086 -5.27176 2.97238 -0.131 0.291 -0.450 0.33
H 1.38184 -3.36084 3.31461 -0.812 0.076 -0.205 0.24
H 1.52206 -3.74633 1.58598 0.228 0.087 -0.058 0.22
H 3.13624 -4.08213 3.77170 0.431 -0.102 0.014 0.32
C 6.36727 -1.04583 13.27019 -0.667 0.535 0.638 -1.00
C 6.75908 -0.50702 14.65836 0.506 -1.759 -0.897 -0.11
O 6.54746 0.85742 14.79585 0.154 0.864 0.285 -0.52
H 6.92513 -1.93127 12.96544 -0.156 0.043 0.082 0.34
H 6.45880 -0.26770 12.51240 0.270 -0.064 -0.065 0.30
H 5.30320 -1.26113 13.36773 -0.086 -0.364 -0.570 0.22
H 7.80338 -0.77772 14.81411 0.234 0.678 0.239 0.27
H 6.20929 -1.08712 15.39950 -0.190 0.056 0.296 0.20
H 5.74011 1.08945 14.33116 -0.086 0.000 -0.037 0.30
C 4.94390 -7.94779 7.55909 -1.554 -1.128 0.667 -0.90
C 5.20701 -7.56928 9.03480 0.634 0.136 -2.497 -0.31
O 6.52768 -6.98159 8.96754 -0.761 -0.182 1.241 -0.51
H 5.08407 -7.16756 6.81096 0.204 0.097 0.356 0.30
H 3.90798 -8.28220 7.50301 -0.472 0.215 -0.239 0.32
H 5.45408 -8.86822 7.27513 0.646 0.294 0.026 0.26
H 5.11629 -8.47147 9.63972 0.502 0.235 0.279 0.28
H 4.49163 -6.81237 9.35635 -0.089 -0.129 0.245 0.25
H 6.24301 -6.10919 8.68559 0.886 0.562 -0.083 0.32
C 9.86038 0.69619 8.75469 1.365 -0.033 0.284 -0.98
C 10.97084 1.66558 8.31500 -0.740 -0.127 1.168 -0.15
O 10.57549 2.34812 7.17839 0.261 0.593 -1.634 -0.49
H 9.96801 0.50080 9.82162 -0.155 -0.130 0.056 0.29
H 10.02555 -0.24294 8.22664 -0.627 0.002 -0.064 0.24
H 8.87954 1.13865 8.58071 -0.024 -0.222 -0.082 0.33
H 11.92289 1.16808 8.13005 -0.108 -0.172 -0.245 0.27
H 11.17538 2.39409 9.09956 0.010 0.103 0.388 0.22
H 9.63499 2.53770 7.21215 -0.059 0.018 0.094 0.27
C 1.60216 0.93085 2.65449 0.272 -0.459 0.261 -1.08
C 0.07857 0.79522 2.45629 1.470 1.537 -0.290 -0.11
O -0.54914 1.81192 3.20803 -0.566 0.313 0.491 -0.52
H 1.94916 0.82564 3.68241 -0.358 -1.039 0.153 0.25
H 2.12698 1.87043 2.48168 -1.044 0.639 -0.808 0.35
H 2.08254 0.24208 1.95955 0.214 -0.370 0.416 0.33
H -0.33021 -0.18052 2.71883 0.320 -0.187 -0.070 0.24
H -0.09589 1.04894 1.41068 -0.173 -0.579 -0.340 0.26
H -1.42076 1.93170 2.82391 -0.122 0.131 0.211 0.29
C 7.12961 0.32418 2.75355 -0.228 -0.899 -2.274 0.72
O 6.95503 -0.45246 1.81816 -0.028 0.300 0.206 -0.69
N 7.69339 1.51897 2.70559 1.653 2.320 -1.705 -0.35
N 6.76082 0.18533 3.98954 -1.930 -2.360 3.895 -0.26
H 8.02335 1.85275 1.81126 0.304 0.225 0.640 0.20
H 7.87120 1.89393 3.62639 0.546 1.016 -1.137 0.15
H 6.15217 -0.57617 4.25361 0.310 0.123 0.257 0.15
H 7.04942 0.87922 4.66433 -0.694 -0.681 0.212 0.08
C 6.00357 4.75295 6.72914 0.608 -1.886 1.384 0.65
O 6.85275 4.06635 6.22812 1.245 -1.254 -1.226 -0.63
N 5.17788 4.36193 7.69301 -1.305 -1.005 1.261 -0.36
N 5.85115 6.01937 6.51158 0.077 5.261 -1.858 -0.41
H 5.21064 3.40514 8.01484 -0.369 0.314 0.083 0.22
H 4.56623 5.09141 8.03044 -0.204 -1.088 0.484 0.14
H 6.52605 6.50046 5.93437 -0.185 -0.252 0.061 0.23
H 5.25663 6.61545 7.06956 0.215 -0.270 -0.225 0.15
C 0.19117 1.45440 8.25801 1.090 0.115 -1.017 -1.15
C -0.52044 0.58439 9.21696 -0.641 -1.177 -0.431 0.44
C -0.98497 -0.74797 8.69826 -1.107 -0.747 -1.198 -1.21
O 0.27512 0.20513 10.30736 0.225 1.198 1.537 -0.53
H 1.13336 1.01721 7.92751 0.229 -0.091 0.120 0.25
H 0.40675 2.40225 8.75118 -0.012 0.145 -0.282 0.30
H -0.38063 1.57335 7.33768 -0.219 0.373 0.099 0.34
H -1.37747 1.20960 9.46738 -0.177 -0.377 1.164 0.23
H -0.15847 -1.33591 8.29911 0.244 0.012 0.132 0.30
H -1.72675 -0.73627 7.89969 -0.030 0.462 -0.318 0.38
H -1.48435 -1.33491 9.46913 0.297 0.127 0.319 0.31
H 0.99528 -0.33582 9.97518 0.216 -0.093 -0.130 0.34
C 1.94722 -2.30070 16.07626 1.401 0.676 -0.177 -1.29
C 0.99075 -1.82833 15.00282 1.413 -1.919 -0.539 0.51
C 0.88754 -2.96183 13.94811 -0.781 0.192 -0.093 -1.26
O -0.21207 -1.55954 15.61055 -1.890 0.483 0.621 -0.56
H 2.27552 -1.42924 16.64271 -0.234 -0.161 0.580 0.33
H 2.86895 -2.64716 15.60884 0.080 -0.108 -0.220 0.32
H 1.63131 -3.12894 16.71055 -0.540 0.282 -0.049 0.34
H 1.34173 -0.88749 14.57887 0.494 -0.198 -0.394 0.28
H 1.81007 -3.16193 13.40314 -0.040 0.406 -0.114 0.35
H 0.04675 -2.78754 13.27671 0.266 0.404 -0.446 0.30
H 0.59465 -3.92224 14.37231 0.176 0.041 0.705 0.34
H -0.60910 -0.83009 15.12902 -0.326 -0.090 0.083 0.34
```
Positions in Å, forces in eV/Å.

***

# 3
Below is a 6-piece molecular cluster, C18H54N5O6 overall, with properties calculated with wB97M-V/def2-TZVPD.

Summary:
HOMO-LUMO gap = 7.054 eV
total charge = +1
LUMO level = -3.8456 eV
max |F| = 0.0598 hartree/bohr
energy relative to the best compared isomer or geometry (same formula, charge and spin) = 491.67 kJ/mol

```
83
Properties=species:S:1:pos:R:3:forces:R:3:mulliken_charge:R:1
N -0.36103 -0.68242 -0.10697 -0.874 -0.784 0.199 -0.50
H 0.60743 -0.95864 -0.18364 0.736 0.355 0.555 0.38
H -0.69304 -0.55446 -1.05222 -0.517 0.329 -0.445 0.35
H -0.64800 0.05416 0.52169 0.858 1.281 -0.083 0.38
H -0.87935 -1.42382 0.34221 -0.206 -1.191 -0.316 0.37
C -1.25696 3.51794 -4.67322 0.225 0.358 -1.436 -0.35
C -2.49774 2.74343 -4.29632 0.550 0.584 0.036 -0.42
O -2.34972 1.33457 -4.54102 -0.176 0.659 0.334 -0.51
O -0.17245 3.28919 -3.86527 1.649 -1.247 1.483 -0.52
H -1.24787 4.60560 -4.74402 -1.624 0.279 -0.074 0.37
H -1.03308 3.18602 -5.68703 0.031 -0.156 -0.422 0.26
H -3.24733 3.25307 -4.90170 -0.659 -0.537 0.096 0.28
H -2.71890 2.86325 -3.23574 -0.144 -0.074 -0.058 0.27
H -2.49805 1.14596 -5.47054 -0.011 0.110 -0.106 0.31
H 0.61005 3.47938 -4.38788 0.183 -0.042 0.247 0.32
C 2.57671 -5.17353 -3.48849 0.040 0.048 -0.172 -1.38
C 3.62444 -4.04417 -3.38530 -0.611 -0.513 -2.033 0.37
C 3.38313 -2.98850 -4.47125 0.628 -0.878 -0.328 -0.63
O 3.70982 -3.52138 -5.76404 -0.282 0.356 0.521 -0.32
C 3.39384 -2.60244 -6.80389 -0.747 -0.753 0.108 -0.73
N 3.56599 -3.40025 -2.10523 0.102 -0.225 1.142 -0.70
H 1.56661 -4.83562 -3.25696 0.022 0.335 0.235 0.33
H 2.78401 -6.02673 -2.84260 0.188 0.091 0.170 0.36
H 2.49960 -5.57448 -4.49913 0.353 0.122 -0.096 0.33
H 4.61260 -4.47139 -3.55597 0.145 -0.151 -0.235 0.31
H 4.03282 -2.13973 -4.25777 0.007 0.357 -0.029 0.34
H 2.33790 -2.68841 -4.39674 -0.225 0.230 -0.264 0.29
H 4.05353 -1.73474 -6.80127 -0.099 0.093 -0.033 0.28
H 2.33574 -2.35410 -6.72116 -0.102 0.720 0.297 0.31
H 3.38600 -3.10978 -7.76859 0.766 -0.191 0.099 0.28
H 4.35860 -2.78228 -2.00532 0.131 0.531 -0.238 0.26
H 3.86743 -4.16036 -1.51238 -0.395 -0.093 0.914 0.29
C -6.51151 -6.06114 1.98191 -1.107 0.780 0.236 -1.32
C -5.99209 -4.75153 1.30076 0.524 -2.718 -0.582 0.40
C -6.85938 -3.53885 1.60139 -0.058 -0.565 -0.285 -0.67
O -8.23742 -3.77697 1.30787 0.520 -0.098 0.384 -0.35
C -8.50815 -4.08407 -0.03208 -0.953 0.364 -0.821 -0.72
N -4.57927 -4.60448 1.58777 0.740 1.101 0.706 -0.69
H -6.45308 -5.95959 3.06560 -0.262 0.369 0.214 0.37
H -6.05082 -7.03878 1.84022 0.633 0.372 -0.875 0.41
H -7.55816 -6.18446 1.70365 -0.142 -0.107 0.272 0.29
H -5.93640 -4.94617 0.22973 -0.739 0.174 -0.268 0.21
H -6.50600 -2.68451 1.02405 0.148 0.164 -0.070 0.32
H -6.76753 -3.31347 2.66387 -0.319 0.123 0.059 0.33
H -8.20049 -5.06174 -0.40303 0.476 -0.121 0.330 0.27
H -8.18850 -3.31336 -0.73346 0.698 0.172 0.025 0.32
H -9.58505 -4.06332 -0.19924 -0.187 -0.102 0.571 0.27
H -4.10024 -5.45002 1.31267 -0.024 -0.093 -0.294 0.27
H -4.45569 -4.59598 2.59015 0.106 0.219 0.383 0.29
C 8.38845 1.88567 -1.44286 -0.120 -0.809 -0.174 -1.50
C 8.06123 2.91183 -0.34780 0.527 -0.827 -0.723 0.54
C 8.20161 4.31713 -0.91279 0.478 1.661 -0.906 -0.84
O 6.98996 4.84656 -1.50522 -0.199 0.346 0.874 -0.38
C 6.60207 6.19318 -1.12347 0.650 -1.000 0.047 -0.72
N 6.75888 2.65331 0.23448 -0.149 -0.140 -0.117 -0.75
H 7.86037 2.05684 -2.38091 -0.600 -0.075 0.197 0.31
H 8.18557 0.89988 -1.02434 -0.489 -0.090 -0.254 0.36
H 9.41098 1.76512 -1.80063 0.452 0.784 0.528 0.38
H 8.75628 2.67402 0.45747 0.405 0.659 -0.042 0.36
H 8.89695 4.36531 -1.75081 0.358 -0.583 -0.006 0.37
H 8.65842 5.02575 -0.22193 -0.483 0.128 0.549 0.47
H 7.24986 6.97309 -1.52372 0.137 -0.155 -0.570 0.31
H 6.69490 6.33738 -0.04704 -0.453 -0.252 0.235 0.33
H 5.58408 6.32007 -1.49185 0.114 0.091 0.205 0.23
H 6.09125 3.20572 -0.28437 -0.355 0.106 0.150 0.29
H 6.77520 2.94912 1.20005 -0.296 0.148 0.007 0.25
C -0.94617 3.47151 5.79955 -0.175 -0.646 1.645 -1.44
C -2.16606 2.58708 6.13516 -1.111 0.860 -1.271 0.34
C -3.25165 3.15233 7.15128 2.837 -1.037 -0.566 -0.63
O -4.13315 2.09568 7.45298 -0.451 0.786 0.203 -0.33
C -5.21639 2.64199 8.18771 -0.945 -0.577 0.261 -0.75
N -2.85791 2.34685 4.85101 -0.593 -0.100 0.441 -0.81
H -0.34310 3.40732 6.70524 0.612 0.295 -0.199 0.37
H -1.13526 4.53001 5.62091 -0.466 -0.065 -0.017 0.31
H -0.40115 3.07586 4.94251 -0.082 -0.139 0.158 0.39
H -1.91062 1.56746 6.42366 0.534 0.269 0.628 0.35
H -3.73170 4.01991 6.69857 -0.243 0.102 0.035 0.32
H -2.70515 3.42317 8.05466 -0.184 0.442 0.300 0.40
H -5.88799 3.21486 7.54828 0.098 0.243 -0.190 0.31
H -4.93776 3.25883 9.04210 0.516 0.164 -0.102 0.31
H -5.82924 1.84941 8.61704 0.231 -0.322 -0.218 0.27
H -3.23338 3.24794 4.59188 0.068 0.459 -0.550 0.26
H -3.69232 1.91295 5.21925 -0.615 -0.760 -0.610 0.32
```
Positions in Å, forces in eV/Å.